No. 1
2 unconnected molecules or ions with the total composition C3H6N2O, computed with the ωB97M-V functional and the def2-TZVPD basis.

Each line ends with the Löwdin charge.
Positions of all 12 atoms, in Å:
1 O 1.937 -2.613 -1.550  -0.111
2 H 2.000 -2.031 -0.759  0.022
3 H 0.982 -2.842 -1.614  0.038
4 N 0.116 -0.365 0.134  0.027
5 C -0.304 0.538 -0.709  -0.245
6 C -0.327 0.011 1.394  -0.130
7 C -0.822 1.313 1.252  -0.116
8 N -0.906 1.554 -0.092  0.028
9 H 0.047 0.534 -1.740  0.127
10 H -0.253 -0.523 2.342  0.095
11 H -1.227 2.052 1.944  0.105
12 H -1.243 2.373 -0.604  0.162

Calculated values
**Energy relative to the best compared isomer or geometry (same formula, charge and spin)**: 25.3 kcal per mole
**HOMO-LUMO gap**: 9.820 eV

No. 2
2 unconnected molecules or ions with the total composition H5NO2, computed with the ωB97M-V functional and the def2-TZVPD basis.

Each line ends with the Löwdin charge.
Positions of all 8 atoms, in Å:
1 H -0.848 -1.590 -1.789  0.014
2 H 0.464 -1.635 -0.636  0.036
3 H -1.030 -1.682 -0.059  0.013
4 H 0.540 0.525 1.612  0.123
5 H 0.259 2.618 0.045  0.104
6 N -0.514 -1.248 -0.861  -0.038
7 O 1.102 1.082 0.981  -0.118
8 O 0.027 1.929 0.707  -0.134

Calculated values
**Energy relative to the best compared isomer or geometry (same formula, charge and spin)**: 39.2 kcal per mole
**HOMO-LUMO gap**: 10.429 eV

No. 3
2 unconnected molecules or ions with the total composition C4H14N, computed with the ωB97M-V functional and the def2-TZVPD basis.

Each line ends with the Löwdin charge.
Positions of all 19 atoms, in Å:
1 C -1.963 2.642 -0.217  0.020
2 N -0.594 2.051 0.129  0.134
3 H -2.599 1.982 0.374  0.116
4 H -1.800 3.685 -0.431  0.109
5 H -2.271 2.182 -1.177  0.108
6 H 0.221 2.430 -0.364  0.164
7 H -0.559 1.040 -0.014  0.133
8 H -0.389 2.341 1.088  0.169
9 C 1.492 -0.650 -0.566  -0.129
10 C 1.048 -1.514 0.627  -0.300
11 C 0.186 -2.754 0.177  -0.101
12 H 1.519 0.398 -0.226  0.040
13 H 0.811 -0.870 -1.393  0.072
14 H 2.513 -0.916 -0.848  0.083
15 H 0.445 -0.926 1.329  0.080
16 H 1.921 -1.926 1.143  0.100
17 H 0.325 -3.075 -0.853  0.071
18 H 0.529 -3.607 0.763  0.068
19 H -0.833 -2.511 0.460  0.061

Calculated values
**Total charge**: +1
**Energy relative to the best compared isomer or geometry (same formula, charge and spin)**: 36.3 kcal per mole
**HOMO-LUMO gap**: 10.754 eV

No. 4
A molecular structure, C11H23AlF6O13S4, computed with the ωB97M-V functional and the def2-TZVPD basis.

Each line ends with the Löwdin charge.
Positions of all 58 atoms, in Å:
1 Al 0.132 1.170 -0.593  1.417
2 C -0.480 -1.467 3.887  -0.643
3 F -0.498 -1.065 5.149  0.146
4 F 0.793 -1.574 3.495  0.117
5 F -1.044 -2.656 3.736  0.146
6 S -1.393 -0.197 2.814  0.524
7 O -1.864 0.832 3.700  -0.273
8 O -0.401 0.302 1.842  -0.398
9 O -2.463 -0.968 2.220  -0.319
10 C 3.922 4.555 -0.520  -0.664
11 F 2.967 5.426 -0.873  0.123
12 F 5.107 5.072 -0.776  0.164
13 F 3.739 4.281 0.774  0.127
14 S 3.675 2.944 -1.480  0.495
15 O 4.642 2.067 -0.867  -0.305
16 O 2.260 2.605 -1.245  -0.429
17 O 3.928 3.219 -2.869  -0.277
18 C -1.906 -2.358 -3.629  0.002
19 C -0.571 -1.630 -3.359  -0.526
20 C 0.190 -1.407 -4.651  -0.043
21 O -0.785 -0.511 -2.657  -0.057
22 H -1.667 -3.299 -4.129  0.101
23 H -2.542 -1.868 -4.369  0.084
24 H -2.543 -2.577 -2.777  0.067
25 H -0.026 -2.379 -2.746  0.179
26 H -0.347 -0.913 -5.460  0.092
27 H 0.668 -2.324 -4.998  0.089
28 H 1.027 -0.729 -4.457  0.088
29 O 3.419 -1.446 2.366  -0.268
30 S 3.319 -0.065 2.016  0.581
31 O 2.375 0.335 1.030  -0.329
32 O 2.910 0.688 3.369  -0.251
33 C 3.731 0.463 4.532  -0.275
34 C 2.969 0.782 5.799  -0.047
35 C 4.934 0.620 1.709  -0.107
36 H 4.619 1.099 4.462  0.117
37 H 4.064 -0.577 4.507  0.116
38 H 1.955 0.392 5.733  0.076
39 H 2.902 1.859 5.949  0.082
40 H 3.571 0.329 6.585  0.085
41 H 5.561 0.187 2.487  0.070
42 H 4.877 1.701 1.772  0.073
43 H 5.270 0.275 0.735  0.070
44 O -2.580 0.352 -0.438  -0.359
45 S -3.892 -0.193 -0.621  0.591
46 O -4.994 0.410 0.047  -0.232
47 O -4.184 -0.260 -2.194  -0.259
48 C -5.564 -0.389 -2.572  -0.273
49 C -5.639 -0.374 -4.086  -0.055
50 C -3.763 -1.933 -0.235  -0.099
51 H -6.252 0.361 -2.181  0.122
52 H -5.938 -1.319 -2.129  0.114
53 H -5.378 0.628 -4.423  0.086
54 H -6.630 -0.682 -4.412  0.086
55 H -4.920 -1.066 -4.526  0.066
56 H -3.882 -2.034 0.840  0.060
57 H -2.781 -2.242 -0.575  0.065
58 H -4.597 -2.452 -0.705  0.069

Calculated values
**HOMO-LUMO gap**: 3.672 eV

No. 5
3 unconnected molecules or ions with the total composition C20H47NO2PS2, computed with the ωB97M-V functional and the def2-TZVPD basis.

Each line ends with the Löwdin charge.
Positions of all 73 atoms, in Å:
1 C -2.012 -2.687 2.894  -0.090
2 C -2.065 -1.151 3.049  -0.240
3 C -3.020 -0.511 2.047  -0.204
4 C -2.331 -0.503 0.694  -0.182
5 N -3.203 -0.283 -0.510  -0.146
6 C -4.600 -0.649 -0.342  -0.240
7 C -5.539 -0.001 -1.368  -0.191
8 C -6.905 -0.671 -1.327  -0.236
9 C -6.864 -2.098 -1.905  -0.372
10 P -7.642 -3.329 -0.829  1.086
11 C -2.585 -0.808 -1.620  -1.062
12 S -3.174 -1.932 -2.664  0.717
13 S -0.975 -0.127 -1.924  0.922
14 C 0.077 -1.559 -2.309  -0.462
15 C 0.385 -2.481 -1.134  -0.298
16 C -0.423 -3.768 -1.071  -0.110
17 H -2.488 -3.191 3.724  0.068
18 H -2.511 -2.981 1.976  0.060
19 H -0.984 -3.026 2.867  0.071
20 H -1.067 -0.743 2.946  0.107
21 H -2.415 -0.920 4.047  0.104
22 H -3.930 -1.096 2.080  0.097
23 H -3.213 0.510 2.351  0.120
24 H -1.586 0.275 0.714  0.105
25 H -1.779 -1.426 0.580  0.091
26 H -4.695 -1.740 -0.338  0.097
27 H -4.990 -0.317 0.612  0.111
28 H -5.118 0.016 -2.360  0.091
29 H -5.670 1.023 -1.040  0.125
30 H -7.616 -0.068 -1.871  0.117
31 H -7.225 -0.707 -0.290  0.091
32 H -7.348 -2.194 -2.870  0.099
33 H -5.833 -2.435 -2.015  0.026
34 H -6.949 -4.540 -0.874  0.010
35 H -7.645 -2.915 0.503  0.014
36 H -8.954 -3.607 -1.215  0.008
37 H -0.288 -2.073 -3.188  0.065
38 H 1.006 -1.077 -2.590  0.060
39 H 1.426 -2.770 -1.237  0.108
40 H 0.333 -1.952 -0.193  0.087
41 H -0.107 -4.462 -1.838  0.077
42 H -0.260 -4.236 -0.107  0.069
43 H -1.490 -3.614 -1.168  0.023
44 C 2.881 1.486 -0.885  -0.073
45 C 4.074 0.552 -0.799  -0.271
46 O 4.380 -0.092 -2.025  -0.166
47 C 4.737 0.769 -3.093  -0.282
48 C 5.981 1.598 -2.822  -0.073
49 H 2.023 0.968 -1.319  0.053
50 H 2.611 1.849 0.107  0.074
51 H 3.090 2.355 -1.512  0.069
52 H 3.851 -0.251 -0.094  0.119
53 H 4.949 1.077 -0.405  0.099
54 H 3.894 1.416 -3.363  0.106
55 H 4.915 0.113 -3.945  0.117
56 H 5.815 2.336 -2.035  0.063
57 H 6.278 2.135 -3.722  0.078
58 H 6.805 0.957 -2.507  0.085
59 C 4.500 2.839 4.067  -0.079
60 C 5.613 2.662 3.049  -0.275
61 O 5.178 2.753 1.704  -0.177
62 C 4.608 3.992 1.321  -0.287
63 C 5.561 5.169 1.443  -0.074
64 H 3.673 2.161 3.851  0.079
65 H 4.872 2.631 5.071  0.078
66 H 4.105 3.856 4.065  0.067
67 H 6.038 1.663 3.148  0.119
68 H 6.427 3.370 3.238  0.110
69 H 3.686 4.179 1.885  0.109
70 H 4.317 3.870 0.277  0.104
71 H 5.804 5.389 2.483  0.068
72 H 5.111 6.064 1.013  0.079
73 H 6.495 4.959 0.921  0.085

Calculated values
**Total charge**: +1
**HOMO-LUMO gap**: 7.581 eV

No. 6
A molecular structure, C9H10F3NO2Ti, computed with the ωB97M-V functional and the def2-TZVPD basis.

Each line ends with the Löwdin spin population.
Positions of all 26 atoms, in Å:
1 C -0.662 0.983 -2.562  0.026
2 C 0.654 0.742 -2.106  0.005
3 C 0.768 1.237 -0.775  0.007
4 C -0.479 1.812 -0.399  0.007
5 C -1.365 1.698 -1.536  0.015
6 Ti -1.284 -0.270 -0.536  0.959
7 N -3.003 0.284 -0.312  -0.103
8 C 1.048 -2.074 -0.854  0.020
9 C 2.291 -1.610 -0.697  0.004
10 H 1.691 1.283 -0.192  0.001
11 H 1.476 0.321 -2.678  0.000
12 H -0.690 2.300 0.546  0.003
13 H -2.308 2.203 -1.669  0.000
14 H -1.051 0.743 -3.543  0.009
15 H 2.857 -1.174 -1.513  0.000
16 H 0.609 -2.696 -0.060  0.001
17 H -3.972 0.464 -0.094  -0.005
18 H 2.808 -1.720 0.263  0.000
19 H 0.509 -2.043 -1.818  0.019
20 F 0.575 -0.477 4.560  0.000
21 C -0.037 -0.025 3.452  0.000
22 F -1.358 0.152 3.729  0.000
23 F 0.494 1.203 3.142  0.000
24 C 0.136 -0.938 2.201  0.006
25 O 0.988 -1.805 2.191  0.009
26 O -0.695 -0.592 1.259  0.016

Calculated values
**Total charge**: -1
**Energy relative to the best compared isomer or geometry (same formula, charge and spin)**: 0.0 kcal per mole
**HOMO-LUMO gap (alpha / beta)**: 6.099 / 6.302 eV
**Expectation value of S²**: 0.77
**Multiplicity**: 2

No. 7
C5H6O2 in the gas phase, computed with the ωB97M-V functional and the def2-TZVPD basis.

Each line ends with the Löwdin charge.
Positions of all 13 atoms, in Å:
1 O 1.017 1.315 1.723  0.129
2 C 0.715 0.806 0.676  -0.356
3 C 1.520 -0.017 -0.328  -0.110
4 O 0.747 -1.220 -0.312  -0.059
5 C -0.576 -0.738 -0.486  -0.296
6 C -1.528 -0.359 0.602  0.013
7 C -0.604 0.687 -0.030  -0.145
8 H 2.570 -0.223 -0.151  0.133
9 H 1.356 0.535 -1.307  0.139
10 H -0.994 -0.974 -1.464  0.155
11 H -1.247 -0.656 1.616  0.127
12 H -2.602 -0.406 0.433  0.105
13 H -0.372 1.251 -0.970  0.165

Calculated values
**Energy relative to the best compared isomer or geometry (same formula, charge and spin)**: 74.0 kcal per mole
**HOMO-LUMO gap**: 10.211 eV

No. 8
C5H8O in the gas phase, computed with the ωB97M-V functional and the def2-TZVPD basis.

Each line ends with the Löwdin charge.
Positions of all 14 atoms, in Å:
1 C 0.185 -1.371 -0.428  0.065
2 C -0.587 -0.022 0.523  -0.302
3 C 0.753 -0.158 0.142  -0.477
4 C -1.973 0.341 0.272  -0.022
5 C 1.827 0.800 -0.153  -0.014
6 O 0.300 -0.273 1.568  0.028
7 H 0.364 -2.281 0.027  0.050
8 H -0.158 -1.459 -1.503  0.109
9 H -1.982 0.994 -0.654  0.110
10 H -2.462 0.899 1.123  0.105
11 H -2.559 -0.515 0.104  0.058
12 H 1.671 1.298 -1.240  0.132
13 H 2.753 0.175 -0.336  0.099
14 H 1.867 1.572 0.556  0.059

Calculated values
**Energy relative to the best compared isomer or geometry (same formula, charge and spin)**: 104.0 kcal per mole
**HOMO-LUMO gap**: 8.805 eV

Copy entry 1 word for word.
2 unconnected molecules or ions with the total composition C3H6N2O, computed with the ωB97M-V functional and the def2-TZVPD basis.

Each line ends with the Löwdin charge.
Positions of all 12 atoms, in Å:
1 O 1.937 -2.613 -1.550  -0.111
2 H 2.000 -2.031 -0.759  0.022
3 H 0.982 -2.842 -1.614  0.038
4 N 0.116 -0.365 0.134  0.027
5 C -0.304 0.538 -0.709  -0.245
6 C -0.327 0.011 1.394  -0.130
7 C -0.822 1.313 1.252  -0.116
8 N -0.906 1.554 -0.092  0.028
9 H 0.047 0.534 -1.740  0.127
10 H -0.253 -0.523 2.342  0.095
11 H -1.227 2.052 1.944  0.105
12 H -1.243 2.373 -0.604  0.162

Calculated values
**Energy relative to the best compared isomer or geometry (same formula, charge and spin)**: 25.3 kcal per mole
**HOMO-LUMO gap**: 9.820 eV